Density functional theory data (wB97M-V/def2-TZVPD) for a 5-piece molecular cluster, C48H56F2N9O4S2 overall at a distorted geometry.

## Properties
expectation value of S²	0.776
strongest force on any atom	0.154	hartree/bohr
HOMO-LUMO gap (spin up / spin down)	0.19159 / 0.05184	Ha
E_LUMO (spin up / spin down)	-0.7087 / -0.8484	hartree
total energy	-99287.701	eV
charge	+8
2S+1	2

Last column: Mulliken spin population.
CARTESIAN COORDINATES (ANGSTROEM)
C 0.0765 -3.1190 -12.8028  0.000
N -0.2853 -3.1812 -11.3645  0.000
C 0.7062 -3.0579 -10.4735  0.000
C 0.3820 -2.9670 -9.1101  0.000
C -0.9467 -2.9813 -8.6427  0.000
C -1.9753 -3.0808 -9.6332  0.000
C -1.6050 -3.1175 -11.0132  0.000
C -1.2177 -2.8204 -7.1749  0.000
C -0.4322 -1.9693 -6.3658  0.000
C -0.6402 -1.8995 -4.9693  0.000
N -1.8160 -2.4408 -4.5096  0.000
C -2.6453 -3.1866 -5.2912  0.000
C -2.3417 -3.4097 -6.6538  0.000
C -2.1936 -2.0779 -3.1547  0.000
H -0.5933 -3.8120 -13.3118  0.000
H 1.0225 -3.6360 -12.9640  0.000
H -0.0141 -2.0984 -13.1746  0.000
H 1.6459 -2.9077 -10.9841  0.000
H 1.2070 -2.9399 -8.4136  0.000
H -3.0381 -3.0842 -9.4413  0.000
H -2.2902 -3.3706 -11.8087  0.000
H 0.4925 -1.5082 -6.6801  0.000
H 0.0923 -1.4569 -4.3106  0.000
H -3.5569 -3.5012 -4.8050  0.000
H -2.9604 -4.0842 -7.2270  0.000
H -2.1469 -2.9687 -2.5282  0.000
H -3.1928 -1.6438 -3.1893  0.000
H -1.5515 -1.3166 -2.7117  0.000
C 4.4415 5.2278 -2.2646  0.000
N 3.1980 4.8806 -1.6594  -0.004
C 2.1280 5.0108 -2.4301  0.000
C 0.9189 4.6902 -1.9582  -0.014
C 0.7871 4.2005 -0.7065  0.047
C 1.8752 4.0746 0.1648  -0.010
C 3.1097 4.5193 -0.3280  0.002
C -0.6141 3.9009 -0.2243  0.019
C -1.4905 3.0720 -0.9920  0.267
C -2.7634 2.7022 -0.4786  0.240
N -3.1903 3.2832 0.6755  -0.066
C -2.4181 4.1497 1.3936  0.248
C -1.1298 4.5093 0.9223  0.282
C -4.4606 2.8496 1.2575  0.000
H 5.1677 4.5667 -1.7916  0.000
H 4.5524 6.3121 -2.2528  0.000
H 4.5670 4.8946 -3.2948  0.000
H 2.2025 5.2532 -3.4799  0.000
H 0.0321 4.8292 -2.5588  -0.001
H 1.6980 3.7066 1.1646  -0.003
H 4.0230 4.5722 0.2460  0.000
H -1.0962 2.6315 -1.8959  0.001
H -3.4882 2.0443 -0.9349  -0.019
H -2.8887 4.6137 2.2478  -0.026
H -0.4422 5.1614 1.4404  -0.001
H -5.0587 2.2479 0.5731  -0.003
H -4.9412 3.8076 1.4559  0.002
H -4.2281 2.2937 2.1658  -0.007
C 3.1922 -2.0749 6.0536  0.000
N 3.0681 -2.1085 4.5556  0.000
C 2.0297 -2.6720 3.8451  0.000
C 2.0375 -2.6273 2.4349  0.001
C 3.0371 -1.9986 1.7324  -0.004
C 3.9796 -1.2944 2.4874  0.001
C 3.9996 -1.4405 3.8582  0.000
C 3.0037 -2.0429 0.2616  0.002
C 2.5933 -3.1915 -0.4485  0.000
C 2.5398 -3.1731 -1.8486  0.000
N 3.0638 -2.1166 -2.5218  0.000
C 3.5061 -1.0148 -1.8417  0.000
C 3.3093 -0.9315 -0.4919  0.000
C 3.0024 -2.1106 -4.0043  0.000
H 2.1820 -2.1724 6.4512  0.000
H 3.7339 -1.1707 6.3313  0.000
H 3.8672 -2.9015 6.2754  0.000
H 1.2227 -3.0542 4.4526  0.000
H 1.1666 -2.9358 1.8756  0.000
H 4.7969 -0.7566 2.0302  0.000
H 4.7843 -0.9296 4.3963  0.000
H 2.2862 -4.1127 0.0242  0.000
H 2.2204 -4.0047 -2.4592  0.000
H 3.8349 -0.2162 -2.4902  0.000
H 3.5768 0.0196 -0.0558  0.000
H 2.8189 -1.0814 -4.3128  0.000
H 2.1552 -2.7449 -4.2650  0.000
H 3.9356 -2.5316 -4.3783  0.000
C -3.3291 -0.8315 2.7710  -0.001
N -2.7931 -0.2726 4.0113  0.000
C -1.5935 -0.6728 4.5047  0.000
C -1.1078 -0.1426 5.7048  0.000
C -1.9526 0.7437 6.4170  0.003
C -3.1351 1.1637 5.8516  -0.001
C -3.5905 0.6366 4.5879  0.000
C -1.4920 1.2240 7.7310  -0.003
C -1.3133 0.2246 8.7328  0.000
C -1.0354 0.5936 10.0123  0.000
N -0.9758 1.8964 10.3236  0.000
C -1.1767 2.8777 9.4080  0.000
C -1.4629 2.5782 8.1212  0.001
C -0.6725 2.2351 11.7308  0.000
H -4.3429 -1.1476 3.0167  0.000
H -2.7508 -1.7112 2.4885  0.000
H -3.3955 -0.0995 1.9661  -0.001
H -1.0700 -1.4176 3.9237  0.000
H -0.1801 -0.5149 6.1136  0.000
H -3.7018 1.8855 6.4210  0.000
H -4.5085 0.9621 4.1212  0.000
H -1.3161 -0.8157 8.4426  0.000
H -0.6317 -0.0825 10.7514  0.000
H -1.1163 3.8722 9.8247  0.000
H -1.7738 3.3304 7.4113  0.000
H -0.1756 1.3658 12.1614  0.000
H -1.5791 2.5862 12.2236  0.000
H 0.1201 2.9827 11.6991  0.000
N -0.3304 -0.8528 1.6927  0.008
S 0.1136 0.5670 1.4824  0.000
O -0.8617 1.6031 1.8249  0.034
O 1.0244 0.8554 0.3924  -0.009
F 1.1226 0.6244 2.7040  0.001
S -0.8960 -1.0720 0.1990  -0.001
O 0.0202 -1.6730 -0.7594  0.001
O -1.9417 -0.1442 -0.1991  0.015
F -1.8145 -2.3353 0.4947  0.002